(1)
Below is C35H30ClN4O7RuS as an isolated structure, with properties calculated with ωB97M-V with the def2-TZVPD basis set.

Each line ends with the Mulliken charge.
Positions of all 79 atoms, in Å:
1 Ru -0.40 1.09 -1.32  -0.287
2 O 1.96 4.15 -2.00  -0.657
3 Cl 2.05 2.73 -1.97  1.839
4 O 3.30 2.28 -2.50  -0.687
5 O 1.84 2.22 -0.61  -0.622
6 O 0.94 2.14 -2.77  -0.697
7 C 2.60 -5.28 1.75  -1.058
8 O 2.52 -3.89 1.47  -0.213
9 C 2.87 -3.02 2.45  0.341
10 C 3.33 -3.37 3.70  -0.531
11 C 3.66 -2.38 4.62  -0.783
12 C 3.56 -1.04 4.28  -0.889
13 C 3.11 -0.69 3.01  0.115
14 C 2.74 -1.66 2.10  -0.045
15 N 2.28 -1.36 0.81  0.286
16 C 1.18 -0.61 0.50  -0.461
17 N 0.56 0.00 1.53  0.669
18 C -0.71 0.62 1.56  -0.848
19 C -1.42 1.06 0.45  1.234
20 C -2.69 1.61 0.70  -0.312
21 C -3.19 1.76 1.98  -1.269
22 C -2.44 1.37 3.09  -0.381
23 C -1.20 0.80 2.87  0.559
24 O -0.36 0.40 3.88  -0.392
25 C -0.93 0.15 5.15  -1.065
26 N 0.74 -0.51 -0.73  1.461
27 C 1.25 -1.47 -1.66  -1.535
28 C 2.15 -1.06 -2.64  -0.170
29 C 2.68 -1.94 -3.57  -0.815
30 C 2.30 -3.28 -3.52  -0.746
31 C 1.42 -3.71 -2.55  -0.607
32 C 0.87 -2.82 -1.62  1.270
33 O 0.03 -3.41 -0.72  -0.508
34 C -1.01 -2.70 -0.05  -0.326
35 H 2.27 -5.78 0.85  0.233
36 H 1.96 -5.55 2.59  0.427
37 H 3.63 -5.57 1.97  0.406
38 H 3.43 -4.41 3.98  0.431
39 H 4.02 -2.67 5.60  0.398
40 H 3.84 -0.27 4.99  0.417
41 H 3.06 0.35 2.72  0.538
42 H 2.59 -1.98 0.07  0.354
43 H 0.94 -0.18 2.45  0.260
44 H -3.32 1.93 -0.11  0.361
45 H -4.17 2.19 2.12  0.427
46 H -2.82 1.50 4.09  0.414
47 H -1.19 1.08 5.66  0.334
48 H -0.17 -0.37 5.73  0.269
49 H -1.82 -0.48 5.05  0.453
50 H 2.46 -0.03 -2.66  0.261
51 H 3.37 -1.59 -4.32  0.451
52 H 2.70 -3.99 -4.23  0.357
53 H 1.10 -4.74 -2.49  0.495
54 H -1.78 -3.44 0.16  0.445
55 H -1.44 -1.90 -0.65  -0.145
56 H -0.65 -2.30 0.90  0.149
57 S -3.78 3.67 -2.71  -0.418
58 C -2.75 4.70 -1.77  0.956
59 C -2.96 6.03 -1.42  -0.689
60 C -2.03 6.63 -0.59  -0.483
61 C -0.93 5.91 -0.11  -1.048
62 C -0.72 4.60 -0.46  -0.252
63 C -1.64 3.99 -1.32  -0.435
64 N -1.61 2.68 -1.77  0.456
65 C -2.67 2.37 -2.47  0.741
66 C -2.78 1.01 -2.95  0.438
67 C -3.78 0.60 -3.83  -1.039
68 C -3.69 -0.66 -4.40  -0.904
69 C -2.58 -1.45 -4.11  -0.930
70 C -1.60 -1.03 -3.22  -0.131
71 C -1.69 0.20 -2.57  0.819
72 H -3.83 6.57 -1.78  0.403
73 H -2.17 7.66 -0.30  0.389
74 H -0.22 6.40 0.55  0.420
75 H 0.13 4.05 -0.09  0.381
76 H -4.60 1.25 -4.08  0.415
77 H -4.46 -1.01 -5.08  0.375
78 H -2.48 -2.42 -4.59  0.488
79 H -0.75 -1.68 -3.06  0.443

## Properties
lowest unoccupied orbital energy (alpha / beta) = 0.036 / -0.360 eV
E = -3050.47960 a.u.
Kohn-Sham gap (alpha / beta) = 7.80 / 7.53 eV
expectation value of S² = 0.758
multiplicity = 2

(2)
Below is a 2-piece molecular cluster, C3H7N4O overall at a distorted geometry, with properties calculated with ωB97M-V with the def2-TZVPD basis set.

Each line ends with the Mulliken charge.
Positions of all 15 atoms, in Å:
1 C -0.78 -1.39 -0.21  0.494
2 C -0.72 0.83 0.15  -0.422
3 C 0.45 -0.95 -0.52  -0.604
4 N 3.47 2.37 0.97  -0.298
5 N 2.59 1.79 0.64  0.248
6 N -1.55 -0.33 0.02  -0.249
7 N 0.53 0.48 -0.65  -0.028
8 O -1.12 -2.66 -0.03  -0.488
9 H -1.34 1.68 -0.28  0.293
10 H -0.58 1.08 1.21  0.305
11 H 1.45 -1.37 -0.49  0.359
12 H -1.96 -2.89 0.49  0.365
13 H -2.45 -0.31 0.57  0.279
14 H 0.46 0.84 -1.59  0.328
15 H 1.56 0.84 -0.27  0.418

## Properties
lowest unoccupied orbital energy = -3.149 eV
E = -412.49263 a.u.
Kohn-Sham gap = 9.42 eV
net charge = +1

(3)
Below is a single C3H5NO molecule at a distorted geometry, with properties calculated with ωB97M-V with the def2-TZVPD basis set.

Each line ends with the Mulliken charge.
Positions of all 10 atoms, in Å:
1 O -2.04 0.44 0.61  -0.518
2 C -1.10 -0.08 0.03  0.521
3 C 0.14 -0.86 0.67  -0.405
4 N 0.92 0.24 0.12  -0.440
5 C 0.04 0.54 -0.99  -0.433
6 H 0.29 -0.94 1.76  0.275
7 H 0.40 -1.82 0.17  0.202
8 H 0.90 1.02 0.78  0.307
9 H 0.23 1.59 -1.31  0.286
10 H 0.25 -0.13 -1.85  0.205

## Properties
lowest unoccupied orbital energy = 0.925 eV
E = -247.23146 a.u.
Kohn-Sham gap = 10.61 eV
SMILES = O=C1CNC1

(4)
Below is a 5-piece molecular cluster, C32H39Cl2FN4O7PS overall, with properties calculated with ωB97M-V with the def2-TZVPD basis set.

Each line ends with the Mulliken charge.
Positions of all 87 atoms, in Å:
1 C -6.92 1.26 -1.98  -1.195
2 C -5.77 0.28 -2.23  -0.857
3 C -4.77 0.03 -1.09  0.243
4 Cl -5.43 0.40 0.51  -0.114
5 N -3.44 0.71 -1.20  0.155
6 C -3.03 1.86 -1.78  0.456
7 Cl -4.00 2.98 -2.56  -0.053
8 N -1.75 2.08 -1.65  -0.344
9 C -1.26 1.06 -0.94  0.562
10 N 0.05 0.97 -0.69  0.041
11 O 0.54 -0.08 0.05  -0.084
12 C 1.02 0.37 1.35  -0.479
13 C 1.70 -0.81 2.08  0.346
14 C 1.66 -2.13 1.35  -1.477
15 O 1.13 -1.00 3.37  -0.559
16 P 1.21 2.11 -1.34  0.431
17 O 2.52 1.68 -0.90  -0.523
18 O 0.92 2.18 -2.90  -0.506
19 O 0.70 3.51 -0.85  -0.493
20 N -2.27 0.19 -0.61  -0.254
21 S -2.03 -1.28 0.33  1.297
22 O -1.64 -0.88 1.62  -0.489
23 O -1.38 -2.19 -0.52  -0.550
24 F -3.51 -1.68 0.40  -0.258
25 H -7.42 1.47 -2.92  0.280
26 H -6.60 2.20 -1.55  0.398
27 H -7.65 0.81 -1.32  0.419
28 H -6.21 -0.70 -2.42  0.357
29 H -5.21 0.52 -3.14  0.452
30 H -4.54 -1.02 -1.11  0.402
31 H 1.73 1.18 1.20  0.612
32 H 0.17 0.72 1.92  0.363
33 H 2.76 -0.53 2.20  0.311
34 H 2.17 -2.87 1.98  0.504
35 H 0.65 -2.48 1.17  0.214
36 H 2.22 -2.07 0.42  0.302
37 H 1.13 -0.16 3.83  0.326
38 H 0.99 1.33 -3.34  0.374
39 H 0.18 4.00 -1.50  0.354
40 C 0.64 -3.09 6.49  -0.491
41 C 1.89 -2.65 6.07  0.036
42 C 2.99 -2.83 6.90  -0.533
43 C 2.84 -3.44 8.13  -0.349
44 C 1.59 -3.87 8.55  -0.451
45 C 0.49 -3.69 7.73  -0.401
46 H -0.22 -2.95 5.84  0.370
47 H 2.00 -2.18 5.10  0.406
48 H 3.97 -2.49 6.58  0.359
49 H 3.70 -3.58 8.78  0.368
50 H 1.47 -4.35 9.51  0.359
51 H -0.49 -4.03 8.05  0.356
52 C -10.19 0.09 -3.81  -0.346
53 C -11.20 -0.20 -2.91  -0.416
54 C -12.27 0.67 -2.76  -0.380
55 C -12.32 1.84 -3.52  -0.375
56 C -11.31 2.12 -4.42  -0.424
57 C -10.25 1.25 -4.57  -0.386
58 H -9.36 -0.60 -3.93  0.452
59 H -11.16 -1.11 -2.32  0.371
60 H -13.06 0.45 -2.05  0.369
61 H -13.16 2.51 -3.40  0.367
62 H -11.36 3.03 -5.02  0.368
63 H -9.46 1.47 -5.28  0.402
64 C 7.88 3.13 -0.85  -0.503
65 C 7.69 3.09 0.52  -0.412
66 C 6.44 2.79 1.04  -0.541
67 C 5.37 2.52 0.19  -0.001
68 C 5.56 2.56 -1.18  -0.232
69 C 6.81 2.86 -1.70  -0.497
70 H 8.85 3.36 -1.26  0.430
71 H 8.52 3.30 1.19  0.382
72 H 6.29 2.77 2.12  0.362
73 H 4.40 2.28 0.60  0.314
74 H 4.74 2.34 -1.85  0.330
75 H 6.96 2.88 -2.77  0.359
76 C 8.78 -0.55 -1.89  -0.446
77 C 7.52 -0.63 -1.33  -0.057
78 C 6.74 -1.76 -1.53  -0.513
79 C 7.23 -2.82 -2.28  -0.407
80 C 8.50 -2.75 -2.84  -0.401
81 C 9.27 -1.61 -2.65  -0.418
82 H 9.39 0.33 -1.74  0.384
83 H 7.13 0.20 -0.75  0.272
84 H 5.75 -1.82 -1.09  0.516
85 H 6.63 -3.71 -2.42  0.357
86 H 8.89 -3.57 -3.42  0.358
87 H 10.26 -1.55 -3.08  0.369

## Properties
lowest unoccupied orbital energy = -3.902 eV
E = -3747.99665 a.u.
Kohn-Sham gap = 6.55 eV
net charge = +1

(5)
Below is C7H12O16SV as an isolated structure at a distorted geometry, with properties calculated with ωB97M-V with the def2-TZVPD basis set.

Each line ends with the Mulliken charge.
Positions of all 37 atoms, in Å:
1 O -19.70 8.39 20.32  -0.474
2 V -20.99 9.24 19.88  1.543
3 O -20.74 7.65 15.87  -0.588
4 C -21.51 8.50 16.65  0.377
5 O -21.07 8.62 17.85  -0.383
6 O -22.45 9.09 16.15  -0.596
7 H -20.08 7.38 16.53  0.360
8 O -21.68 10.14 24.08  -0.572
9 C -21.50 10.63 22.80  0.657
10 O -21.72 11.81 22.59  -0.611
11 O -20.99 9.77 22.00  -0.861
12 H -21.34 9.24 23.96  0.315
13 O -23.62 11.58 17.81  -0.422
14 C -23.04 11.82 19.02  0.552
15 O -23.38 12.84 19.63  -0.737
16 O -22.16 10.99 19.39  -0.011
17 H -24.14 12.37 17.62  0.248
18 O -24.83 7.90 21.23  -0.543
19 C -24.06 8.19 20.10  0.672
20 O -22.80 8.09 20.28  -0.623
21 O -24.64 8.54 19.08  -0.628
22 H -24.08 7.59 21.78  0.306
23 O -18.61 13.36 19.77  -0.619
24 S -18.68 12.13 19.06  0.987
25 O -19.34 10.98 19.61  -0.256
26 O -19.25 12.51 17.58  -0.404
27 C -20.06 11.53 16.91  0.610
28 C -19.19 10.48 16.25  -1.079
29 C -16.98 11.67 18.68  -1.018
30 H -20.53 12.02 16.05  0.358
31 H -20.81 11.07 17.56  -0.494
32 H -18.58 9.87 16.93  0.147
33 H -18.52 10.86 15.46  0.334
34 H -19.74 9.67 15.75  0.459
35 H -16.85 10.88 17.95  0.313
36 H -16.54 11.40 19.63  0.330
37 H -16.60 12.60 18.25  0.351

## Properties
lowest unoccupied orbital energy (alpha / beta) = 4.100 / 4.100 eV
E = -2820.22463 a.u.
Kohn-Sham gap (alpha / beta) = 6.90 / 6.91 eV
net charge = -2
expectation value of S² = 0.778
multiplicity = 2

(6)
Below is a 8-piece molecular cluster, C82H58O16 overall at a distorted geometry, with properties calculated with ωB97M-V with the def2-TZVPD basis set.

Each line ends with the Mulliken charge.
Positions of all 156 atoms, in Å:
1 C -1.81 -3.97 -5.13  -0.830
2 C -0.56 -4.05 -5.73  -0.399
3 C 0.32 -2.97 -5.85  -0.745
4 C -0.10 -1.68 -5.41  -0.061
5 C -1.33 -1.62 -4.71  0.725
6 C -2.15 -2.74 -4.51  -0.059
7 C -1.71 -0.31 -4.11  0.299
8 O -2.65 -0.24 -3.31  -0.733
9 C -0.89 0.91 -4.51  0.571
10 C -1.34 2.12 -3.93  -1.161
11 C -0.65 3.21 -4.33  0.084
12 C 0.32 3.20 -5.33  -0.518
13 C 0.78 2.01 -5.89  -1.003
14 C 0.13 0.82 -5.46  0.591
15 C 0.71 -0.46 -5.78  0.828
16 O 1.72 -0.51 -6.45  -0.708
17 H -2.53 -4.76 -5.05  0.471
18 H -0.26 -4.96 -6.33  0.275
19 H 1.25 -3.01 -6.38  0.545
20 H -3.10 -2.60 -3.96  0.395
21 H -2.06 2.13 -3.16  0.498
22 H -0.86 4.11 -3.71  0.167
23 H 0.78 4.17 -5.65  0.320
24 H 1.63 2.03 -6.56  0.510
25 C -5.22 -2.69 6.04  -0.509
26 C -3.84 -2.74 6.48  -0.813
27 C -2.90 -2.19 5.64  -0.113
28 C -3.25 -1.71 4.37  0.396
29 C -4.64 -1.70 3.94  0.556
30 C -5.62 -2.11 4.84  -0.899
31 C -5.02 -1.13 2.57  0.333
32 O -6.16 -0.77 2.33  -0.692
33 C -3.87 -0.83 1.69  -0.019
34 C -4.19 -0.29 0.44  -0.827
35 C -3.26 0.14 -0.45  -0.569
36 C -1.94 0.09 -0.06  1.373
37 C -1.54 -0.50 1.13  -1.421
38 C -2.49 -0.97 2.00  -0.054
39 C -2.16 -1.35 3.37  0.222
40 O -0.95 -1.44 3.69  -0.689
41 H -5.94 -3.07 6.72  0.472
42 H -3.46 -3.22 7.40  0.430
43 H -1.81 -2.20 5.84  0.423
44 H -6.66 -2.05 4.66  0.554
45 H -5.25 -0.10 0.24  0.465
46 H -3.51 0.62 -1.38  0.377
47 H -1.19 0.40 -0.76  0.316
48 H -0.50 -0.64 1.33  0.839
49 C -1.35 -5.19 -1.58  -1.160
50 C -1.48 -3.91 -1.01  -0.637
51 C -0.49 -2.99 -1.22  0.780
52 C 0.63 -3.22 -1.98  1.527
53 C 0.81 -4.54 -2.50  0.638
54 C -0.17 -5.48 -2.31  -0.833
55 C 2.04 -4.89 -3.25  -0.017
56 O 2.29 -6.08 -3.64  -0.744
57 C 3.16 -3.88 -3.51  1.080
58 C 4.31 -4.23 -4.20  -1.157
59 C 5.19 -3.24 -4.51  -0.756
60 C 4.99 -1.92 -4.11  -1.155
61 C 3.85 -1.61 -3.42  -0.520
62 C 2.92 -2.61 -3.05  0.959
63 C 1.68 -2.18 -2.28  -0.345
64 O 1.53 -1.00 -1.92  -0.346
65 H -2.02 -6.06 -1.45  0.343
66 H -2.29 -3.64 -0.32  0.453
67 H -0.56 -2.01 -0.82  -0.745
68 H -0.01 -6.48 -2.69  0.515
69 H 4.44 -5.23 -4.52  0.667
70 H 6.13 -3.47 -4.98  0.403
71 H 5.67 -1.18 -4.42  0.654
72 H 3.65 -0.62 -2.96  0.259
73 C 0.70 -4.78 2.08  -0.822
74 C 1.30 -5.44 1.01  -0.396
75 C 2.41 -4.89 0.40  -0.964
76 C 2.95 -3.67 0.84  0.598
77 C 2.43 -3.10 2.04  0.002
78 C 1.35 -3.68 2.63  -0.336
79 C 2.74 -1.72 2.52  0.897
80 O 2.18 -1.28 3.47  -0.647
81 C 3.81 -1.02 1.78  0.251
82 C 4.03 0.30 2.15  -0.658
83 C 5.08 0.99 1.56  -0.645
84 C 5.84 0.36 0.56  -0.612
85 C 5.55 -0.91 0.15  -1.202
86 C 4.45 -1.60 0.73  0.610
87 C 4.08 -2.94 0.06  0.727
88 O 4.75 -3.42 -0.79  -0.641
89 H -0.26 -5.14 2.56  0.339
90 H 0.91 -6.49 0.70  0.283
91 H 2.72 -5.37 -0.53  0.711
92 H 0.83 -3.18 3.49  0.382
93 H 3.41 0.66 2.99  0.486
94 H 5.27 1.97 1.90  0.507
95 H 6.66 0.88 0.15  0.613
96 H 6.06 -1.39 -0.67  0.540
97 C -5.67 1.30 5.76  -0.410
98 C -5.14 0.80 6.92  -0.915
99 C -3.78 1.13 7.21  -0.408
100 C -3.02 1.84 6.38  0.246
101 C -3.59 2.42 5.24  1.001
102 C -4.95 2.21 4.96  -0.892
103 C -2.80 3.21 4.29  0.492
104 O -3.29 3.87 3.38  -0.727
105 C -1.31 3.19 4.52  0.170
106 C -0.42 3.70 3.53  -0.928
107 C 0.85 3.39 3.61  -0.259
108 C 1.42 2.60 4.60  -0.643
109 C 0.65 2.15 5.61  -0.999
110 C -0.74 2.41 5.54  0.922
111 C -1.59 1.91 6.67  0.301
112 O -1.08 1.45 7.65  -0.636
113 H -6.68 1.10 5.47  0.435
114 H -5.79 0.26 7.61  0.426
115 H -3.36 0.70 8.12  0.449
116 H -5.34 2.71 4.12  0.467
117 H -0.80 4.50 2.87  0.493
118 H 1.51 3.90 2.87  0.367
119 H 2.46 2.54 4.62  0.661
120 H 1.01 1.65 6.55  0.359
121 O -2.88 3.26 -0.95  -0.488
122 C -3.90 3.52 -0.46  0.311
123 O -4.76 2.49 -0.09  -0.144
124 C -5.81 3.05 0.69  -0.167
125 C -5.95 4.49 0.27  -0.937
126 C -4.57 4.87 -0.12  -0.559
127 H -5.37 2.99 1.74  -0.063
128 H -6.67 2.41 0.62  0.526
129 H -6.38 5.04 1.05  0.418
130 H -6.55 4.70 -0.56  0.351
131 H -3.99 5.39 0.63  0.260
132 H -4.59 5.51 -0.98  0.416
133 O 6.64 5.07 -4.84  -0.556
134 C 6.41 4.62 -3.75  0.399
135 O 6.70 5.33 -2.59  -0.372
136 C 6.38 4.46 -1.49  -0.563
137 C 5.46 3.44 -1.99  0.992
138 C 5.88 3.23 -3.43  -0.257
139 H 6.11 5.06 -0.60  0.367
140 H 7.34 3.89 -1.19  0.203
141 H 4.49 3.85 -1.88  -0.339
142 H 5.63 2.51 -1.41  -0.307
143 H 5.00 2.96 -4.09  0.105
144 H 6.66 2.49 -3.56  0.364
145 O 2.48 3.88 -3.23  -0.674
146 C 1.83 3.31 -2.36  -0.074
147 O 0.95 4.00 -1.62  -0.407
148 C 0.32 3.11 -0.66  0.451
149 C 1.36 2.00 -0.43  -0.251
150 C 1.93 1.83 -1.89  1.776
151 H -0.55 2.62 -1.10  -0.470
152 H 0.12 3.64 0.23  0.460
153 H 1.01 1.07 0.00  -0.058
154 H 2.07 2.48 0.26  0.128
155 H 1.25 1.14 -2.41  -0.994
156 H 2.98 1.50 -1.89  0.081

## Properties
lowest unoccupied orbital energy = -1.324 eV
E = -4363.44929 a.u.
Kohn-Sham gap = 8.19 eV
SMILES = O=C1c2ccccc2C(=O)c2ccccc21.O=C1c2ccccc2C(=O)c2ccccc21.O=C1c2ccccc2C(=O)c2ccccc21.O=C1c2ccccc2C(=O)c2ccccc21.O=C1c2ccccc2C(=O)c2ccccc21.O=C1CCCO1.O=C1CCCO1.O=C1CCCO1

(7)
Below is a single C18H15N7S2 molecule at a distorted geometry, with properties calculated with ωB97M-V with the def2-TZVPD basis set.

Each line ends with the Mulliken charge.
Positions of all 42 atoms, in Å:
1 N 0.21 -0.06 -0.85  -0.371
2 N 2.31 1.16 -4.16  -0.841
3 N -1.49 -1.69 6.66  -0.680
4 N -2.47 -1.78 4.51  -0.506
5 S -0.93 -2.07 -2.12  -0.237
6 S 1.48 -2.68 4.35  -0.244
7 C 0.20 -0.70 -1.96  0.419
8 C 1.76 0.79 -3.04  0.220
9 C -0.69 -0.63 0.02  -0.887
10 C 2.01 -2.44 6.01  -0.333
11 C 0.95 -2.18 6.85  -0.630
12 C -1.32 -1.78 -0.42  0.457
13 C -2.52 -1.60 5.84  -0.244
14 C -0.30 -2.04 6.11  0.243
15 C -1.29 -2.14 4.04  0.700
16 C 4.62 4.08 -4.20  -0.355
17 C 4.49 4.45 -2.86  -0.524
18 C 3.87 3.01 -4.71  -0.648
19 C 3.70 3.69 -1.99  -0.739
20 C 3.10 2.26 -3.83  0.799
21 C -0.15 -2.27 4.80  0.282
22 C 2.99 2.57 -2.51  0.222
23 N 0.94 -0.30 -3.05  -0.029
24 N 2.15 1.63 -2.00  0.043
25 N -1.18 -2.21 2.65  -0.039
26 C -2.17 -2.70 0.39  -0.821
27 C -2.41 -2.28 1.86  -0.763
28 H -0.85 -0.20 1.02  0.437
29 H 3.00 -2.69 6.33  0.477
30 H 1.05 -2.10 7.93  0.390
31 H -3.53 -1.41 6.29  0.361
32 H 5.28 4.64 -4.86  0.362
33 H 5.04 5.34 -2.48  0.331
34 H 3.92 2.79 -5.76  0.413
35 H 3.63 3.90 -0.92  0.353
36 H 0.81 -0.79 -3.94  0.280
37 H 1.77 1.56 -1.08  0.240
38 H -0.29 -2.55 2.26  0.225
39 H -3.15 -2.84 -0.12  0.479
40 H -1.66 -3.66 0.39  0.371
41 H -3.14 -2.98 2.30  0.464
42 H -2.87 -1.28 1.82  0.322

## Properties
lowest unoccupied orbital energy = 0.332 eV
E = -1874.63549 a.u.
Kohn-Sham gap = 8.16 eV
SMILES = c1ccc2[nH]c(Nc3ncc(CCNc4ncnc5ccsc45)s3)nc2c1

E of number 5 (C7H12O16SV)?
-2820.22463 a.u.

Which value of E does entry 4 give?
-3747.99665 a.u.

What is the formula in the seventh record?
C18H15N7S2

What is the E in the seventh record?
-1874.63549 a.u.